Entry 1:
This record from the OMol25 dataset describes C7H13NO2 in the gas phase at a distorted geometry. The level of theory is the ωB97M-V functional and the def2-TZVPD basis.

Structure (XYZ):
```
23
Properties=species:S:1:pos:R:3:forces:R:3:nbo_charge:R:1
C 0.65805 -1.09428 -1.47395 1.300 -1.962 0.069 -0.62
C 0.31979 -0.21930 -0.26043 -0.300 -1.594 -0.012 0.09
C 0.92484 -0.89901 0.94261 1.064 -3.505 0.101 -0.08
O 2.36852 -1.08684 0.84062 0.093 1.142 0.219 -0.76
C 0.81997 1.17138 -0.40508 0.410 1.814 1.228 -0.41
C -0.23024 2.06740 0.32182 0.386 -6.705 1.183 -0.39
C -1.49905 1.32697 -0.00917 -2.840 -0.093 -0.379 -0.22
N -1.16384 -0.09619 -0.00104 2.092 0.165 0.439 -0.44
C -1.92234 -1.14973 0.41205 -1.647 2.859 -1.158 0.52
O -3.06483 -0.99784 0.81768 0.489 -0.612 0.364 -0.61
H 1.79923 -1.37497 -1.46154 -2.227 0.287 0.283 0.24
H 0.55189 -0.62447 -2.42645 -0.473 0.706 -0.571 0.21
H 0.01489 -2.04481 -1.52058 1.126 1.236 0.278 0.21
H 0.64123 -1.99162 0.88953 -0.691 1.107 0.316 0.18
H 0.56489 -0.51113 1.87390 0.147 0.579 0.602 0.19
H 2.84205 -1.10413 1.69335 -0.840 0.153 -0.465 0.48
H 0.67408 1.41013 -1.42644 0.717 0.518 -1.257 0.21
H 1.88216 1.28489 -0.02020 -1.285 -0.090 -0.817 0.24
H -0.14125 1.90577 1.38714 0.345 0.305 0.520 0.19
H -0.25955 3.01798 0.13082 0.115 5.401 -1.383 0.21
H -2.34031 1.59222 0.69578 0.871 -0.606 -0.624 0.23
H -1.93160 1.46388 -1.03909 0.565 0.637 0.741 0.19
H -1.50857 -2.04630 0.03868 0.583 -1.743 0.325 0.12
```
Positions in Å, forces in eV/Å.

For the energy above the lowest of the compared OMol25 structures with the same formula, charge and spin, the calculation gives 215.9 kJ/mol. As for the structure (SMILES): C[C@@]1(CO)CCCN1C=O. The calculation puts the HOMO energy at -9.214 eV. Its orbital gap is 0.361 Ha. The calculation puts the strongest force on any atom at 6.82 eV/A. As for the molar mass: 143.2 g/mol.


Entry 2:
This record from the OMol25 dataset describes C6H4N2 in the gas phase at a distorted geometry. The level of theory is the ωB97M-V functional and the def2-TZVPD basis.

Structure (XYZ):
```
12
Properties=species:S:1:pos:R:3:forces:R:3:nbo_charge:R:1
C -1.59090 0.72904 -0.46710 0.348 0.495 2.192 -0.27
C -0.67640 -0.30391 -0.20835 -1.412 4.145 -0.738 -0.18
C -1.18534 -1.56181 -0.00717 -2.590 -5.292 1.338 0.24
N -1.63618 -2.58919 0.35345 1.299 2.694 -1.221 -0.25
C 0.74642 -0.16643 0.07437 2.154 2.701 0.116 -0.18
C 1.22776 1.07337 0.39781 -0.271 2.096 0.256 -0.24
C 1.73276 -1.20475 -0.15580 5.134 -2.656 -0.730 0.25
N 2.75648 -1.82601 -0.32733 -5.505 2.902 0.863 -0.26
H -1.45934 1.94437 -0.20349 0.067 -3.711 -1.375 0.23
H -2.66766 0.39827 -0.51070 1.324 0.515 -0.196 0.23
H 0.47759 1.94775 0.52325 1.069 -1.860 -0.197 0.20
H 2.27479 1.55931 0.53106 -1.617 -2.029 -0.308 0.24
```
Positions in Å, forces in eV/Å.

For the energy above the lowest of the compared OMol25 structures with the same formula, charge and spin, the calculation gives 279.3 kJ/mol. As for the structure (SMILES): C=C(C#N)C(=C)C#N. The calculation puts the HOMO energy at -9.988 eV. Its orbital gap is 0.317 Ha. The calculation puts the strongest force on any atom at 6.28 eV/A. As for the molar mass: 104.1 g/mol.


Entry 3:
This record from the OMol25 dataset describes C4H9NO in the gas phase. The level of theory is the ωB97M-V functional and the def2-TZVPD basis.

Structure (XYZ):
```
15
Properties=species:S:1:pos:R:3:forces:R:3:nbo_charge:R:1
C -1.79796 0.62732 0.30865 0.112 -0.115 0.057 -0.62
C -0.90290 -0.16019 -0.62619 -0.115 -0.080 0.012 -0.06
N 0.28516 0.53648 -1.08784 0.123 0.103 -0.476 -0.62
C 0.45979 -0.70817 -0.32659 0.292 -0.027 -0.010 -0.12
C 1.33547 -0.55227 0.92471 0.002 -0.206 -0.012 -0.07
O 2.00936 0.68597 0.84201 0.463 0.026 0.413 -0.72
H -2.50107 -0.03541 0.82336 0.094 0.099 -0.020 0.21
H -1.22368 1.19265 1.04975 0.010 -0.195 -0.122 0.23
H -2.37971 1.35623 -0.27551 0.166 -0.247 0.119 0.22
H -1.45296 -0.72885 -1.38031 0.096 0.107 0.138 0.19
H 0.48259 0.37898 -2.06653 -0.148 -0.017 -0.126 0.36
H 0.83751 -1.51936 -0.95309 -0.611 -0.113 0.197 0.19
H 2.04230 -1.40067 0.93177 0.093 0.297 -0.287 0.16
H 0.84848 -0.68849 1.91505 -0.223 0.684 -0.664 0.18
H 1.95760 1.01578 -0.07924 -0.355 -0.316 0.779 0.49
```
Positions in Å, forces in eV/Å.

For the energy above the lowest of the compared OMol25 structures with the same formula, charge and spin, the calculation gives 224.5 kJ/mol. As for the structure (SMILES): C[C@H]1N[C@H]1CO. The calculation puts the HOMO energy at -9.799 eV. Its orbital gap is 0.396 Ha. The calculation puts the strongest force on any atom at 0.98 eV/A. As for the molar mass: 87.1 g/mol.


Entry 4:
This record from the OMol25 dataset describes C35H68N9O11PS as an isolated structure at a distorted geometry. The level of theory is the ωB97M-V functional and the def2-TZVPD basis.

Structure (XYZ):
```
125
Properties=species:S:1:pos:R:3:forces:R:3:lowdin_charge:R:1
C 3.84247 3.02424 1.34833 0.133 -0.179 0.109 -0.06
C 4.84988 2.27243 0.49945 0.442 0.272 0.113 -0.26
O 4.48323 2.15446 -0.87903 -0.519 0.017 0.476 -0.20
P 3.34449 1.14963 -1.40623 0.577 -0.418 -1.031 0.49
O 3.93665 -0.00046 -2.10772 -0.092 -0.025 0.244 -0.26
C 2.35211 2.20883 -2.45664 -0.139 0.494 0.096 -0.19
C 1.05735 2.77903 -1.85100 0.097 -0.053 -0.463 -0.15
C -0.05333 1.82409 -1.49504 0.403 -0.012 -0.011 -0.12
C -0.93552 2.09977 -0.49948 -0.567 -0.230 0.707 -0.10
C -0.84427 3.41912 0.23788 0.316 0.191 -0.298 -0.09
C 0.42138 3.64720 1.10839 -0.357 0.227 -0.043 -0.09
C 0.86194 5.08542 0.98302 -0.191 0.520 0.456 -0.50
O 0.63094 5.91908 1.82064 0.368 -0.485 -0.427 0.13
O 1.56938 5.42594 -0.14695 -0.144 0.425 0.166 0.06
C -2.00536 1.17990 -0.12209 0.058 0.535 0.138 -0.12
C -2.91116 1.49696 1.04043 0.388 -0.059 0.344 -0.18
C -2.16827 1.38313 2.39774 0.040 -0.040 -0.615 -0.07
C -2.18646 0.01204 -0.78357 -0.298 -0.424 -0.195 -0.23
N -3.18114 -0.93537 -0.47902 -0.126 0.073 -0.317 0.11
C -1.31282 -0.28366 -1.86063 0.148 0.051 0.047 -0.31
N -1.38937 -1.36117 -2.64052 0.067 -0.087 -0.098 -0.23
S -0.19267 -1.22314 -3.70487 -0.130 -0.261 -0.054 1.01
N 0.44344 0.16269 -3.25219 0.118 0.188 -0.038 -0.22
C -0.25992 0.60760 -2.20369 0.203 -0.119 -0.212 -0.28
O 2.38905 0.78628 -0.19295 0.160 0.019 0.184 -0.21
C 2.73711 -0.31086 0.67815 -0.187 -0.155 0.468 -0.24
C 1.49691 -1.09096 1.09363 0.372 -0.061 0.218 -0.03
H 4.36092 3.46767 2.19705 0.028 0.077 0.054 0.09
H 3.39222 3.82470 0.76536 -0.020 0.064 -0.001 0.07
H 3.07286 2.37221 1.75307 -0.136 0.008 -0.106 0.06
H 5.09877 1.29813 0.92106 -0.125 -0.150 -0.045 0.11
H 5.78017 2.83648 0.49344 0.069 0.022 -0.152 0.12
H 3.00636 3.05858 -2.66769 0.084 0.033 -0.002 0.09
H 2.19562 1.69476 -3.39485 -0.117 -0.222 -0.030 0.07
H 1.35570 3.36990 -0.99164 -0.072 -0.313 -0.049 0.07
H 0.65256 3.50386 -2.56268 -0.035 -0.004 -0.059 0.09
H -1.69692 3.57170 0.87755 -0.255 0.036 0.082 0.10
H -0.89786 4.21068 -0.51604 -0.057 0.022 -0.082 0.13
H 0.16961 3.53569 2.15759 0.050 -0.317 0.089 0.12
H 1.21001 2.95959 0.82134 0.021 -0.016 0.155 0.08
H 1.06686 5.22445 -0.94798 0.022 -0.180 -0.080 0.08
H -3.32733 2.49347 0.92903 -0.182 0.105 -0.057 0.10
H -3.74151 0.79785 1.06664 -0.121 0.114 -0.060 0.09
H -2.43066 0.44911 2.87851 -0.035 0.000 0.214 0.07
H -2.42299 2.20861 3.05278 0.009 -0.043 0.214 0.07
H -1.09385 1.36519 2.22306 0.135 0.141 0.088 0.06
H -4.09164 -0.50788 -0.37707 0.008 -0.037 0.193 0.08
H -3.23919 -1.60734 -1.23375 0.057 -0.151 0.070 0.07
H 3.45444 -0.97366 0.20029 0.050 0.087 -0.278 0.11
H 3.22292 0.11152 1.55864 0.009 0.175 0.006 0.10
H 0.58162 -0.52424 0.94182 -0.058 0.070 -0.190 0.07
H 1.56816 -1.29494 2.16192 -0.080 -0.071 0.079 0.08
H 1.47182 -2.05431 0.59239 -0.332 0.046 -0.156 0.05
C -0.13933 6.88547 -5.30535 -0.048 -0.021 0.042 -0.01
C 0.46845 5.81631 -4.42921 0.014 0.000 -0.047 -0.53
O -0.14856 5.32593 -3.49287 0.012 0.133 0.103 0.02
N 1.72898 5.41082 -4.71861 -0.017 0.050 -0.010 0.02
C 2.60163 5.87424 -5.78076 0.027 -0.150 0.149 -0.07
H -1.14102 7.09047 -4.94225 -0.006 -0.024 0.034 0.08
H 0.44837 7.80283 -5.26275 0.013 -0.001 -0.056 0.09
H -0.19901 6.55163 -6.34154 0.037 0.042 -0.021 0.09
H 2.07837 4.69218 -4.10344 0.020 -0.025 -0.018 0.12
H 2.86888 5.04794 -6.44070 -0.011 0.032 -0.050 0.09
H 3.51933 6.29143 -5.36422 -0.004 0.050 -0.036 0.09
H 2.10860 6.64082 -6.36806 -0.008 0.015 -0.012 0.07
C -5.21779 2.78096 5.89116 0.097 0.000 0.004 0.00
C -5.20278 1.65048 4.89299 0.061 0.006 0.017 -0.54
O -4.17880 1.04211 4.61883 -0.129 -0.011 0.069 0.02
N -6.37938 1.33198 4.29393 -0.051 0.059 0.034 0.01
C -7.68719 1.93902 4.47659 0.123 -0.245 -0.122 -0.07
H -4.21008 2.90695 6.27582 0.027 -0.054 -0.025 0.08
H -5.54793 3.70718 5.42116 -0.121 -0.003 0.073 0.06
H -5.88811 2.55596 6.72123 -0.059 0.072 -0.016 0.09
H -6.29888 0.56807 3.64196 -0.007 -0.016 0.000 0.13
H -8.39746 1.18767 4.82754 -0.052 0.064 0.037 0.08
H -8.04645 2.33863 3.52732 -0.059 0.082 0.047 0.08
H -7.64964 2.75223 5.19303 0.069 0.043 -0.026 0.06
C 3.16345 -5.52991 -1.39706 -0.117 0.028 0.011 0.00
C 2.81717 -4.89454 -0.06935 -0.103 0.059 -0.120 -0.54
O 1.77293 -4.27208 0.07949 0.073 -0.094 0.050 0.01
N 3.70378 -5.04229 0.94109 0.072 -0.018 -0.111 0.02
C 4.97346 -5.75289 0.90602 -0.222 0.211 0.325 -0.08
H 2.34309 -5.31618 -2.07418 0.005 0.007 -0.033 0.07
H 4.08201 -5.11241 -1.80905 0.032 -0.053 0.010 0.09
H 3.27176 -6.61074 -1.29885 0.066 0.005 -0.038 0.08
H 3.41898 -4.60359 1.80234 0.004 -0.004 0.015 0.14
H 4.97171 -6.56050 1.63566 0.091 -0.079 -0.066 0.08
H 5.79456 -5.07577 1.14463 0.048 -0.031 -0.058 0.09
H 5.15160 -6.17897 -0.07181 0.011 -0.026 -0.014 0.06
C -1.35027 -9.00352 -3.37475 0.041 -0.033 -0.033 -0.01
C -0.19471 -8.07161 -3.66499 0.021 -0.007 0.019 -0.56
O 0.81312 -8.45611 -4.23680 0.001 -0.015 0.017 0.02
N -0.31965 -6.78292 -3.25915 -0.064 -0.020 -0.026 0.01
C -1.42403 -6.15732 -2.55501 0.279 0.105 -0.025 -0.07
H -1.09456 -9.98611 -3.75786 0.037 0.003 -0.018 0.08
H -1.53209 -9.07645 -2.30209 -0.057 0.023 -0.003 0.08
H -2.26174 -8.65828 -3.86355 -0.033 0.010 0.054 0.08
H 0.48020 -6.21116 -3.47974 0.010 0.008 0.001 0.13
H -1.82726 -5.32967 -3.14032 -0.075 -0.017 0.019 0.08
H -1.07698 -5.76237 -1.59905 -0.095 0.003 0.041 0.09
H -2.21548 -6.87630 -2.37446 -0.016 -0.014 0.004 0.07
C 4.86289 -9.57719 -0.43876 0.014 0.064 0.026 -0.01
C 6.31013 -9.13913 -0.40264 -0.031 0.013 0.001 -0.54
O 6.69166 -8.23570 0.32489 0.020 -0.055 -0.021 0.02
N 7.17837 -9.78841 -1.21943 -0.039 -0.048 -0.018 0.01
C 6.90344 -10.87061 -2.14498 0.187 0.116 0.058 -0.08
H 4.30571 -8.96509 0.26399 0.025 0.019 0.022 0.08
H 4.43901 -9.44736 -1.43544 -0.015 -0.062 -0.007 0.09
H 4.76478 -10.62354 -0.14871 -0.029 -0.018 -0.051 0.08
H 8.12504 -9.45005 -1.15005 0.012 0.004 -0.005 0.14
H 7.48766 -11.75441 -1.88378 -0.051 -0.040 -0.007 0.08
H 7.16191 -10.57742 -3.16346 -0.058 -0.024 -0.026 0.08
H 5.85159 -11.13252 -2.11962 -0.021 -0.005 -0.005 0.07
C -5.88491 7.02648 5.72675 -0.009 -0.065 0.010 -0.01
C -7.05656 6.43974 4.97419 0.026 0.003 0.019 -0.54
O -7.41990 5.28555 5.14580 -0.010 -0.007 -0.017 0.02
N -7.69872 7.24393 4.09066 0.031 0.050 0.014 0.01
C -7.40924 8.62577 3.75847 -0.155 -0.148 -0.070 -0.07
H -5.48735 6.26138 6.38594 -0.021 -0.030 -0.002 0.08
H -5.09988 7.34424 5.03998 -0.001 0.056 0.017 0.09
H -6.19674 7.88187 6.32653 0.036 0.039 -0.026 0.09
H -8.46916 6.79364 3.62252 -0.009 -0.001 -0.009 0.14
H -8.26903 9.25985 3.97990 0.037 0.045 0.029 0.08
H -7.17593 8.72247 2.69722 0.053 0.038 0.011 0.08
H -6.56076 8.98279 4.33128 0.018 0.009 0.009 0.07
```
Positions in Å, forces in eV/Å.

The calculation puts the HOMO energy at -7.575 eV. Its orbital gap is 0.284 Ha. The calculation puts the strongest force on any atom at 1.25 eV/A. As for the molar mass: 854.0 g/mol.


Entry 5:
This record from the OMol25 dataset describes a 2-piece molecular cluster, C2H7NO3 overall at a distorted geometry. The level of theory is the ωB97M-V functional and the def2-TZVPD basis.

Structure (XYZ):
```
13
Properties=species:S:1:pos:R:3:forces:R:3:nbo_charge:R:1
N 0.87517 -1.24286 -0.18212 -0.855 0.202 1.615 -0.22
C 1.34121 0.06161 0.24750 0.924 1.610 0.173 -0.03
O 0.61932 0.58717 1.37575 -0.696 -1.048 -0.641 -0.64
H 1.11778 -2.05752 0.38907 0.289 -0.189 -0.433 0.41
H -0.07619 -1.25005 -0.57752 0.079 -0.121 -0.481 0.44
H 1.12124 0.75975 -0.56792 0.057 -0.164 0.124 0.27
H 2.39444 0.07397 0.50443 0.174 -0.503 -0.254 0.23
H 0.69368 0.07706 2.20229 0.440 0.038 -0.235 0.51
O -0.86487 1.15723 -1.69312 -0.065 -0.471 0.243 -0.56
C -1.79345 0.71446 -1.06883 0.701 1.828 -0.664 0.65
O -1.65688 -0.05370 0.00747 -0.740 -1.410 0.932 -0.74
H -2.82277 1.00655 -1.28083 -0.239 -0.507 -0.091 0.16
H -0.94867 0.16631 0.64382 -0.070 0.736 -0.289 0.51
```
Positions in Å, forces in eV/Å.

For the energy above the lowest of the compared OMol25 structures with the same formula, charge and spin, the calculation gives 131.9 kJ/mol. The calculation puts the HOMO energy (alpha / beta) at -15.128 / -15.088 eV. The net charge is +1. Its orbital gap (alpha / beta) is 0.412 / 0.199 Ha. The multiplicity is 2. The calculation puts the strongest force on any atom at 2.07 eV/A. As for the molar mass: 93.1 g/mol.


Question: Which formula does entry 5 have?
Answer: C2H7NO3


Repeat the third record exactly.
This record from the OMol25 dataset describes C4H9NO in the gas phase. The level of theory is the ωB97M-V functional and the def2-TZVPD basis.

Structure (XYZ):
```
15
Properties=species:S:1:pos:R:3:forces:R:3:nbo_charge:R:1
C -1.79796 0.62732 0.30865 0.112 -0.115 0.057 -0.62
C -0.90290 -0.16019 -0.62619 -0.115 -0.080 0.012 -0.06
N 0.28516 0.53648 -1.08784 0.123 0.103 -0.476 -0.62
C 0.45979 -0.70817 -0.32659 0.292 -0.027 -0.010 -0.12
C 1.33547 -0.55227 0.92471 0.002 -0.206 -0.012 -0.07
O 2.00936 0.68597 0.84201 0.463 0.026 0.413 -0.72
H -2.50107 -0.03541 0.82336 0.094 0.099 -0.020 0.21
H -1.22368 1.19265 1.04975 0.010 -0.195 -0.122 0.23
H -2.37971 1.35623 -0.27551 0.166 -0.247 0.119 0.22
H -1.45296 -0.72885 -1.38031 0.096 0.107 0.138 0.19
H 0.48259 0.37898 -2.06653 -0.148 -0.017 -0.126 0.36
H 0.83751 -1.51936 -0.95309 -0.611 -0.113 0.197 0.19
H 2.04230 -1.40067 0.93177 0.093 0.297 -0.287 0.16
H 0.84848 -0.68849 1.91505 -0.223 0.684 -0.664 0.18
H 1.95760 1.01578 -0.07924 -0.355 -0.316 0.779 0.49
```
Positions in Å, forces in eV/Å.

For the energy above the lowest of the compared OMol25 structures with the same formula, charge and spin, the calculation gives 224.5 kJ/mol. As for the structure (SMILES): C[C@H]1N[C@H]1CO. The calculation puts the HOMO energy at -9.799 eV. Its orbital gap is 0.396 Ha. The calculation puts the strongest force on any atom at 0.98 eV/A. As for the molar mass: 87.1 g/mol.


Question: Number 3 is which compound?
Answer: C4H9NO